(1)
Molecular formula: C3H8N3O2
Method: DFT, wB97M-V/def2-TZVPD

Geometry as XYZ:
```
16
Properties=species:S:1:pos:R:3:lowdin_charge:R:1
C 2.375 -0.059 -0.187 -0.2913
C -2.159 -0.099 0.346 -0.4132
C -3.059 0.982 -0.091 0.0350
N 1.446 -0.401 0.603 0.1399
N 3.656 0.139 0.156 0.1342
N 0.040 -0.910 -0.072 0.0741
O -2.159 -0.933 1.185 0.1706
O -0.871 0.143 -0.324 -0.0087
H 2.303 -0.108 -1.236 0.1263
H -2.465 1.926 0.120 0.1332
H -4.052 1.072 0.546 0.1598
H -3.392 0.945 -1.068 0.0658
H 4.297 0.326 -0.665 0.1561
H 4.031 -0.059 1.080 0.1293
H 0.236 -1.298 -1.020 0.1898
H -0.228 -1.666 0.628 0.1990
```

Results
SMILES	CC(=O)O[NH2+]/N=C/N
Kohn-Sham gap	11.17	eV
net charge	+1


(2)
Molecular formula: H6O3
Method: DFT, wB97M-V/def2-TZVPD

Geometry as XYZ:
```
9
Properties=species:S:1:pos:R:3:lowdin_charge:R:1
H 1.729 0.064 -0.830 0.0670
H 1.019 -1.251 -0.554 0.0662
H 1.384 -0.898 1.896 0.0221
H 1.560 0.429 1.176 -0.0017
H -3.444 0.914 -0.550 0.0347
H -2.662 0.261 -1.677 0.0285
O 1.705 -0.670 -0.206 -0.0585
O 1.595 0.029 2.052 -0.0952
O -2.886 1.122 -1.307 -0.0629
```

Results
SMILES	O.O.O
Kohn-Sham gap	10.79	eV


(3)
Molecular formula: C10H22F3O5PSSi2
Method: DFT, wB97M-V/def2-TZVPD

Geometry as XYZ:
```
44
Properties=species:S:1:pos:R:3:lowdin_charge:R:1
C 3.118 -0.053 -1.340 -0.1784
C 1.589 0.307 -1.727 -0.3184
Si 0.554 1.031 -0.296 0.5383
C -0.855 2.179 -0.975 -0.2253
C -1.826 1.404 -2.016 -0.2214
C -3.236 1.119 -1.300 -0.2487
O -3.813 -0.163 -1.649 -0.1225
C 1.756 2.216 0.684 -0.1897
O 1.621 3.618 0.298 -0.0480
C 2.620 4.024 -0.597 -0.4687
F 3.937 3.871 -0.111 0.0996
F 2.454 3.470 -1.904 0.0770
F 2.443 5.430 -0.777 0.0765
O -0.009 -0.125 0.870 -0.3483
Si -0.759 -1.513 0.166 0.4459
C -2.370 -1.980 1.121 -0.2554
O -2.037 -3.089 2.014 -0.1559
C -1.567 -2.632 3.275 -0.4022
C -0.141 -3.103 3.881 -0.0081
O -2.208 -1.817 3.992 0.0506
P 0.567 -3.324 0.207 0.2182
S 1.782 -3.396 -1.334 0.0615
H 3.149 -0.209 -0.205 0.0638
H 3.427 -0.993 -1.923 0.0488
H 3.850 0.791 -1.626 0.0804
H 1.625 1.119 -2.551 0.0877
H 1.148 -0.619 -2.229 0.0379
H -0.343 3.080 -1.481 0.0899
H -1.458 2.586 -0.086 0.0932
H -1.330 0.483 -2.472 0.0832
H -2.047 2.123 -2.889 0.1156
H -3.096 1.135 -0.160 0.1109
H -3.974 1.961 -1.578 0.1316
H -3.238 -0.659 -2.267 0.0756
H 1.389 2.154 1.780 0.1180
H 2.823 1.820 0.694 0.0980
H -1.131 -1.343 -1.236 -0.0053
H -3.161 -2.325 0.374 0.1089
H -2.732 -1.037 1.656 0.1081
H 0.733 -2.580 3.373 0.0678
H -0.123 -2.814 4.985 0.0950
H -0.108 -4.242 3.805 0.0933
H 1.300 -3.436 1.438 -0.0519
H -0.321 -4.469 0.116 -0.0270
```

Results
Kohn-Sham gap	8.91	eV


(4)
Molecular formula: C21H70F3NO15Si
Method: DFT, wB97M-V/def2-TZVPD

Geometry as XYZ:
```
111
Properties=species:S:1:pos:R:3:lowdin_charge:R:1
C -4.572 2.177 -2.140 -0.0457
C -5.257 1.480 -1.167 -0.2380
Si -5.327 -0.398 -1.036 0.5293
N -5.631 -1.104 -2.608 -0.0737
C -3.633 -1.062 -0.495 -0.2484
C -2.556 -0.374 -1.351 -0.1904
C -1.422 -1.231 -1.637 -0.2498
F -1.440 -2.441 -1.124 0.0863
C -0.384 -0.781 -2.358 -0.3732
F -0.109 -1.107 -3.551 0.2029
F 0.393 0.103 -1.805 0.1471
H -5.012 2.489 -3.063 0.0485
H -3.560 2.499 -1.990 0.0493
H -5.814 2.042 -0.426 0.0514
H -6.287 -0.867 -0.019 -0.0094
H -5.365 -0.403 -3.283 0.0081
H -4.944 -1.842 -2.725 -0.0138
H -3.433 -0.817 0.523 0.0416
H -3.587 -2.126 -0.605 0.0511
H -2.986 -0.153 -2.316 0.0845
H -2.212 0.518 -0.866 0.1275
C -4.971 -4.923 -1.877 -0.1121
O -4.715 -3.816 -2.747 -0.1478
H -5.944 -4.770 -1.421 0.0862
H -4.983 -5.857 -2.441 0.0826
H -4.213 -4.983 -1.095 0.0526
H -3.856 -3.959 -3.148 0.0784
C 2.105 3.130 -2.771 -0.1218
O 2.459 1.773 -2.467 -0.1406
H 3.000 3.661 -3.082 0.0747
H 1.369 3.157 -3.578 0.0472
H 1.694 3.609 -1.879 0.0854
H 1.660 1.314 -2.188 0.0163
C -1.484 -5.405 0.123 -0.1396
O -2.729 -5.961 0.551 -0.1373
H -0.906 -6.182 -0.368 0.0806
H -1.668 -4.592 -0.577 0.0512
H -0.920 -5.029 0.982 0.0792
H -3.216 -5.250 0.978 0.0405
C 3.672 3.943 0.744 -0.1597
O 3.513 5.130 -0.025 -0.1284
H 2.788 3.799 1.355 0.0672
H 3.793 3.084 0.075 0.0632
H 4.547 4.038 1.393 0.0815
H 4.309 5.232 -0.555 0.0253
C 6.887 4.083 -1.108 -0.1563
O 6.750 5.173 -0.191 -0.1243
H 5.896 3.741 -1.389 0.0612
H 7.421 4.415 -1.999 0.0747
H 7.431 3.262 -0.630 0.0822
H 7.633 5.456 0.045 0.0738
C -4.828 -0.197 3.795 -0.1364
O -4.371 -0.665 2.523 -0.1665
H -4.596 0.861 3.874 0.0771
H -5.910 -0.335 3.882 0.0768
H -4.320 -0.740 4.593 0.0567
H -4.582 -1.602 2.471 0.0225
C -1.673 -2.527 6.194 -0.1587
O -2.012 -1.287 5.566 -0.1275
H -2.507 -2.823 6.826 0.0767
H -1.497 -3.296 5.442 0.0590
H -0.780 -2.409 6.807 0.0728
H -1.272 -1.035 5.014 0.0718
C -0.663 1.568 -4.737 -0.1344
O -0.830 2.784 -5.466 -0.1211
H -1.586 1.373 -4.193 0.0781
H -0.466 0.737 -5.416 0.0853
H 0.160 1.661 -4.025 0.0484
H -0.013 2.951 -5.941 0.0758
C 5.271 6.076 -4.225 -0.1324
O 5.342 5.955 -2.801 -0.1343
H 5.109 5.089 -4.637 0.0546
H 4.442 6.727 -4.513 0.0776
H 6.209 6.477 -4.616 0.0828
H 5.487 6.830 -2.440 0.0805
C -4.613 -4.320 3.698 -0.1090
O -4.200 -3.445 2.641 -0.1364
H -5.697 -4.369 3.689 0.0854
H -4.208 -5.323 3.548 0.0805
H -4.279 -3.935 4.664 0.0759
H -3.242 -3.405 2.659 0.0843
C 1.246 -5.309 6.134 -0.1434
O 0.929 -4.065 5.490 -0.1418
H 0.409 -5.593 6.760 0.0711
H 1.415 -6.089 5.384 0.0798
H 2.130 -5.199 6.753 0.0634
H 1.677 -3.827 4.942 0.0700
C 6.672 2.102 -5.684 -0.1456
O 6.719 3.264 -4.856 -0.1365
H 7.330 2.268 -6.531 0.0762
H 7.016 1.222 -5.133 0.0765
H 5.657 1.928 -6.048 0.0774
H 6.136 3.107 -4.111 0.0577
C 3.014 0.470 1.290 -0.1516
O 2.429 1.367 2.233 -0.1292
H 4.087 0.446 1.452 0.0807
H 2.612 -0.540 1.417 0.0734
H 2.813 0.815 0.272 0.0585
H 1.486 1.375 2.069 0.0707
C 1.434 -5.937 9.998 -0.1406
O 1.884 -6.438 8.738 -0.1450
H 1.702 -4.886 10.055 0.0792
H 0.349 -6.034 10.087 0.0771
H 1.915 -6.472 10.820 0.0752
H 1.644 -7.365 8.697 0.0779
C -0.076 6.713 -5.379 -0.1510
O 0.302 5.362 -5.130 -0.1414
H 0.823 7.279 -5.606 0.0731
H -0.759 6.772 -6.231 0.0768
H -0.556 7.147 -4.498 0.0770
H -0.496 4.863 -4.931 0.0469
```

Results
Kohn-Sham gap	6.14	eV


Number 1: E_HOMO -14.47 eV. Number 2: E_HOMO -10.56 eV. Number 3: E_HOMO -8.70 eV. Number 4: E_HOMO -7.09 eV.